Computed, not measured: a cluster of 6 separate species, C37H50O13 in total in a non-equilibrium geometry, with ωB97M-V/def2-TZVPD.

Last column: Mulliken charge in e.
Geometry (Å):
C  2.0437  -2.6281  1.2769  -1.1985
C  2.4764  -1.2152  0.5663  0.3720
C  3.1698  -1.6093  -0.9027  -1.0592
C  1.2589  -0.1375  0.3608  -0.0264
C  0.1209  -0.1373  1.5413  1.0782
C  0.6991  0.1144  3.0588  -1.2213
C  -1.1305  0.9038  1.2910  -0.7350
O  -2.2275  0.6517  2.2838  -0.3914
C  -3.2842  -0.1033  1.5345  0.1233
C  -4.6320  0.6570  0.9355  -0.2895
C  -5.8121  -0.1030  0.0607  -0.4929
C  -5.5970  -1.7147  -0.2072  0.1673
C  -4.2590  -2.4895  0.4284  0.2925
C  -3.0987  -1.7232  1.2981  -0.2401
C  -4.1372  -4.1230  0.0890  0.3273
O  -3.6849  -5.0287  0.9638  -0.5520
C  -4.6859  -4.5384  -1.4360  0.1136
C  -5.9005  -3.8351  -2.0143  -0.4217
C  -6.6532  -2.6454  -1.1107  0.3372
O  -7.9891  -2.4742  -1.0754  -0.5929
H  3.0545  -3.1766  1.5968  0.3607
H  1.5418  -3.2931  0.4563  0.2472
H  1.4232  -2.5103  2.2657  0.2833
H  3.3635  -0.7379  1.2058  0.2324
H  2.3468  -1.8166  -1.7122  0.2834
H  3.9963  -0.8440  -1.2301  0.2069
H  3.7190  -2.6451  -0.7150  0.3341
H  0.7777  -0.3426  -0.7048  0.3944
H  1.7251  0.9569  0.3022  -0.2772
H  -0.3556  -1.2277  1.5478  -0.4904
H  0.0410  -0.5725  3.7782  0.2748
H  1.8096  -0.2599  3.2025  0.3128
H  0.5352  1.2241  3.4448  0.2960
H  -1.5847  0.7576  0.2040  0.3746
H  -0.7755  2.0392  1.3608  0.3146
H  -4.7242  1.8098  1.1176  0.3164
H  -6.7615  0.4625  -0.3867  0.3183
H  -2.2057  -2.3712  1.6963  0.3980
H  -4.1506  -5.3436  -2.0969  0.0462
H  -6.3045  -4.0734  -3.1083  0.2973
O  2.5716  2.6003  -0.4149  -0.7521
C  2.9857  2.6558  -1.5610  0.7193
C  2.1336  2.6519  -2.7939  -0.4394
C  3.1398  2.3410  -3.8730  -0.5536
C  4.4130  2.9198  -3.3137  -0.4517
O  4.3033  2.7739  -1.8986  -0.3426
H  1.6896  3.6426  -2.9247  0.2992
H  1.3584  1.8844  -2.7351  0.2289
H  2.8736  2.7512  -4.8508  0.3214
H  3.2413  1.2540  -3.9783  0.2681
H  4.5238  3.9839  -3.5475  0.2888
H  5.2967  2.3842  -3.6722  0.3265
O  4.6897  7.9177  -0.4251  -0.6439
C  4.5691  7.1765  0.5362  0.4726
C  4.6438  5.6802  0.4946  0.1860
C  4.0494  5.2964  1.8260  -0.6040
C  4.3962  6.4770  2.6948  -0.3696
O  4.3872  7.6042  1.8200  -0.3920
H  5.6913  5.3768  0.4140  0.1205
H  4.0590  5.2792  -0.3364  0.0425
H  4.4277  4.3482  2.2171  0.3317
H  2.9599  5.2129  1.7313  0.2872
H  5.3932  6.3877  3.1390  0.2010
H  3.6640  6.6246  3.4940  0.3614
O  7.4158  5.7371  1.6063  -0.5730
C  8.2067  6.5746  1.2047  0.5041
C  7.8428  7.8459  0.4994  -0.1259
C  9.1633  8.2683  -0.0932  -0.6145
C  10.1600  7.6963  0.8806  -0.4518
O  9.5593  6.5007  1.3761  -0.3925
H  7.4759  8.5692  1.2330  0.2810
H  7.0942  7.6663  -0.2758  0.1273
H  9.2592  9.3496  -0.2221  0.3556
H  9.2923  7.7976  -1.0755  0.2661
H  10.3490  8.3680  1.7246  0.2532
H  11.1119  7.4578  0.3973  0.3356
O  -2.2501  -5.8226  -3.0651  -0.6018
C  -1.7554  -6.9233  -2.8859  0.5295
C  -2.0480  -7.8295  -1.7286  -0.2481
C  -0.9122  -8.8182  -1.8059  -0.6073
C  -0.5935  -8.8403  -3.2779  -0.4178
O  -0.8803  -7.5231  -3.7453  -0.3564
H  -3.0173  -8.3101  -1.8872  0.2850
H  -2.0377  -7.2796  -0.7848  0.2483
H  -1.1621  -9.8039  -1.4047  0.3336
H  -0.0514  -8.4330  -1.2457  0.2679
H  -1.2198  -9.5503  -3.8282  0.2582
H  0.4582  -9.0768  -3.4642  0.3162
O  -12.1523  -4.8893  3.3181  -0.5908
C  -11.4837  -4.2400  2.5309  0.4854
C  -10.6088  -4.8110  1.4564  -0.4455
C  -9.7561  -3.6260  1.0796  -0.1885
C  -10.6625  -2.4599  1.3753  -0.4500
O  -11.4629  -2.8758  2.4809  -0.3493
H  -11.2354  -5.1427  0.6239  0.2702
H  -10.0029  -5.6360  1.8382  0.2907
H  -9.4084  -3.6490  0.0433  0.2226
H  -8.8749  -3.5856  1.7314  0.2048
H  -11.3236  -2.2236  0.5349  0.2648
H  -10.0981  -1.5627  1.6455  0.2923

The value obtained for the molar mass is 702.794 g/mol. The energy relative to the best compared isomer or geometry (same formula, charge and spin) is 1466.0 kJ/mol. The value obtained for the energy is -65782.639 eV. For the LUMO energy, the calculation gives -0.061 hartree. The value obtained for the max |F| is 0.165 Eh/bohr. As for the highest occupied orbital energy: -8.98 eV.